C16H34BeP2 | wB97M-V/def2-TZVPD

Gap between HOMO and LUMO in eV: 7.42
LUMO level in eV: -0.01
HOMO energy in Ha: -0.27282

ORCA input file:
```
! RIJCOSX wB97M-V def2-TZVPD def2/J DEFGRID3
* xyz 0 1
P -4.31 1.95 -2.41
P -5.65 -0.76 -1.10
C -5.99 1.31 -2.93
C -6.75 0.48 -1.90
H -5.79 0.71 -3.82
H -6.56 2.19 -3.24
H -7.24 1.10 -1.14
H -7.55 -0.08 -2.40
C -6.04 -2.22 -2.19
H -5.56 -3.14 -1.82
H -5.70 -2.06 -3.22
H -7.14 -2.35 -2.17
C -6.74 -1.28 0.30
H -7.60 -1.82 -0.12
H -7.09 -0.41 0.87
H -6.21 -1.94 1.00
C -3.93 2.59 -4.11
H -2.93 3.02 -4.22
H -4.67 3.36 -4.40
H -3.98 1.75 -4.81
C -4.90 3.43 -1.47
H -5.31 3.13 -0.49
H -5.69 3.94 -2.04
H -4.07 4.12 -1.27
Be -1.32 1.11 -1.28
C -2.71 -3.18 1.64
C -3.03 -3.59 0.40
C -2.79 -2.87 -0.89
C -1.82 -1.67 -0.90
C -2.57 -0.35 -0.91
C -3.32 0.03 0.23
C -3.53 -0.73 1.47
C -2.50 -1.76 2.05
C -1.30 2.52 -2.20
H -2.56 -3.89 2.45
H -3.55 -4.54 0.28
H -3.77 -2.52 -1.25
H -2.45 -3.57 -1.67
H -1.14 -1.73 -0.04
H -1.14 -1.75 -1.77
H -3.08 -0.15 -1.88
H -3.81 1.01 0.18
H -4.49 -1.27 1.37
H -3.74 -0.01 2.28
H -1.48 -1.42 1.84
H -2.61 -1.71 3.14
H -0.81 3.36 -1.68
H -2.29 2.89 -2.47
H -0.75 2.32 -3.13
C 0.08 0.89 -0.38
H 0.45 1.85 -0.03
H 0.83 0.46 -1.05
H -0.05 0.21 0.47
*
```

C16H34CoF6N2O6 | wB97M-V/def2-TZVPD

Gap between HOMO and LUMO (alpha / beta) in eV: 8.76 / 8.89
LUMO level (alpha / beta) in eV: 0.59 / 0.57
HOMO energy (alpha / beta) in Ha: -0.30033 / -0.30552

ORCA input file:
```
! RIJCOSX wB97M-V def2-TZVPD def2/J DEFGRID3
* xyz 0 4
Co 0.47 -0.16 0.08
C 1.36 -1.33 -2.58
O 1.26 0.08 -2.96
O 1.11 -1.49 -1.32
C 0.40 -2.15 -3.44
F 0.46 -3.45 -3.09
F -0.89 -1.76 -3.32
F 0.70 -2.09 -4.76
C 1.92 0.49 -4.14
C 1.59 1.93 -4.42
H 1.57 2.54 -3.51
H 2.33 2.36 -5.11
H 0.63 2.06 -4.93
H 1.67 -0.10 -5.02
H 3.01 0.39 -3.99
H 2.39 -1.63 -2.87
C -1.06 1.58 2.33
O -1.94 0.46 2.67
O -0.08 1.23 1.55
C -1.91 2.72 1.75
F -2.05 2.66 0.42
F -3.15 2.80 2.26
F -1.31 3.90 2.00
C -2.57 0.49 3.94
C -2.90 -0.96 4.35
H -3.87 -1.33 4.03
H -2.07 -1.58 4.03
H -2.90 -1.00 5.44
H -3.46 1.11 3.83
H -1.94 0.88 4.74
H -0.67 1.95 3.30
C -3.16 -2.64 0.06
C -2.00 -1.74 -0.32
C -2.45 -0.39 -0.83
O -1.28 0.36 -1.12
C -1.52 1.38 -2.07
N -0.97 -1.61 0.74
H -3.90 -2.11 0.65
H -2.84 -3.55 0.58
H -3.67 -3.01 -0.84
H -1.49 -2.16 -1.20
H -3.05 0.16 -0.09
H -3.11 -0.54 -1.69
H -1.39 0.97 -3.07
H -0.83 2.21 -1.92
H -2.50 1.83 -1.92
H -0.67 -2.56 0.94
H -1.44 -1.27 1.58
C 4.46 1.30 0.19
C 3.18 0.45 0.23
C 2.87 0.04 1.65
O 1.72 -0.84 1.64
C 1.49 -1.41 2.92
N 2.02 1.20 -0.35
H 5.34 0.68 0.36
H 4.42 2.12 0.91
H 4.55 1.78 -0.79
H 3.32 -0.42 -0.41
H 2.59 0.90 2.27
H 3.68 -0.56 2.08
H 1.19 -0.62 3.62
H 2.42 -1.80 3.35
H 0.73 -2.16 2.77
H 2.14 1.33 -1.34
H 2.02 2.08 0.16
*
```

C16H34GdGeO10Se | wB97M-V/def2-TZVPD

Gap between HOMO and LUMO (alpha / beta) in eV: 4.04 / 3.64
LUMO level (alpha / beta) in eV: 2.54 / 2.55
HOMO energy (alpha / beta) in Ha: -0.05513 / -0.03995

ORCA input file:
```
! RIJCOSX wB97M-V def2-TZVPD def2/J DEFGRID3
* xyz -1 8
Gd 0.32 -0.82 0.19
C -1.30 -0.64 2.94
C -2.54 -0.65 2.06
O -2.21 -0.83 0.69
C -3.17 -1.69 0.03
C -2.81 -1.86 -1.44
O -1.40 -2.01 -1.48
C -0.98 -2.97 -2.42
C 0.33 -3.44 -1.95
O 1.05 -2.29 -1.55
C 2.49 -2.29 -1.81
C 2.92 -0.91 -1.96
O 2.52 -0.14 -0.84
C 3.34 1.09 -0.59
C 3.19 1.30 0.90
O 1.79 1.25 1.27
C 1.39 1.88 2.52
C 0.65 0.83 3.26
O -0.40 0.28 2.29
H -0.85 -1.59 3.18
H -1.54 -0.10 3.84
H -3.05 0.31 2.20
H -3.31 -1.42 2.25
H -4.24 -1.38 0.23
H -3.12 -2.78 0.45
H -3.11 -1.00 -1.97
H -3.25 -2.79 -1.90
H -0.83 -2.58 -3.44
H -1.70 -3.78 -2.39
H 0.70 -3.89 -2.91
H 0.24 -4.17 -1.18
H 2.57 -2.88 -2.73
H 3.01 -2.83 -0.98
H 2.35 -0.56 -2.84
H 4.02 -0.83 -2.18
H 2.93 1.85 -1.26
H 4.44 0.92 -0.88
H 3.57 2.30 1.19
H 3.63 0.48 1.53
H 0.77 2.80 2.35
H 2.36 2.08 2.99
H 0.08 1.24 4.08
H 1.33 -0.03 3.44
C 0.42 4.15 -0.34
Ge -1.10 2.98 -0.88
C -1.80 3.85 -2.61
C -2.47 3.08 0.55
C -0.52 1.13 -1.22
H 1.39 3.64 -0.68
H 0.42 4.19 0.72
H 0.31 5.16 -0.78
H -2.67 4.52 -2.58
H -2.15 3.09 -3.34
H -0.93 4.46 -2.94
H -3.11 3.88 0.35
H -1.92 3.29 1.51
H -3.04 2.14 0.46
H -0.78 0.83 -2.24
O 1.99 -4.61 1.36
Se 1.16 -3.28 1.83
O 0.83 -3.16 3.36
O -0.23 -3.00 0.90
O 2.01 -1.82 1.37
*
```

Per-record energy above the lowest of the compared OMol25 structures with the same formula, charge and spin, kJ/mol: 0.0, 0.0, 0.0